Here is a cluster of 12 separate species, C35H83N10O12 in total from the OMol25 dataset. Energies are from the ωB97M-V functional and the def2-TZVPD basis.

Last column: Mulliken charge in e.
Atoms and positions in Å:
C -1.2299 -0.6802 -3.5094  -1.729
C -1.1628 0.0915 -2.1868  2.361
C -1.5578 -0.9395 -1.0861  -1.972
C -1.1146 -0.5166 0.3060  -0.261
C 0.3908 -0.3200 0.3595  -1.259
C 0.8661 0.7862 -0.5998  1.901
N 0.2452 0.5473 -2.0121  1.122
O 0.8487 0.9768 -2.9744  -0.360
C 2.4063 0.6973 -0.7481  -1.893
C 0.5196 2.1871 -0.1542  -0.705
C -2.0946 1.2700 -2.2981  -1.934
H -2.1732 -1.2268 -3.5964  0.230
H -0.4112 -1.3909 -3.6034  0.399
H -1.3802 -0.1073 -4.4247  0.277
H -1.2400 -1.9567 -1.3364  0.478
H -2.6159 -1.2065 -1.1472  0.463
H -1.3421 -1.3260 1.0036  0.570
H -1.7467 0.3152 0.6275  -0.191
H 0.8217 -1.2676 0.0246  0.511
H 0.8027 -0.1321 1.3510  0.217
H 2.7706 -0.3313 -0.7864  0.412
H 2.8690 0.9202 0.2181  0.078
H 2.8026 1.3979 -1.4788  0.651
H 0.7981 2.4297 0.8685  0.046
H -0.5213 2.4849 -0.2954  -0.130
H 1.0291 2.7971 -0.9062  0.278
H -1.8731 2.1054 -2.9636  0.280
H -2.2505 1.7722 -1.3406  0.240
H -3.0443 0.8632 -2.6458  0.550
C 3.2165 -3.1453 1.7983  -0.960
C 3.7857 -4.3015 2.5796  -0.580
C 4.0366 -5.6342 1.8087  -0.579
C 4.4385 -6.9385 2.4905  -0.652
C 4.0778 -8.2199 1.7645  -0.380
C 4.3962 -9.4994 2.5732  -1.331
H 2.1751 -3.3385 1.5383  0.401
H 3.7909 -3.0264 0.8754  0.078
H 3.3113 -2.2040 2.3396  0.428
H 4.6900 -4.0336 3.1319  0.269
H 3.0633 -4.5140 3.3758  0.440
H 4.8778 -5.3798 1.1534  0.140
H 3.1945 -5.7721 1.1251  0.335
H 5.5155 -7.1250 2.5165  0.265
H 4.0943 -6.9815 3.5276  0.427
H 3.1137 -8.2941 1.2574  0.433
H 4.7750 -8.3822 0.9335  0.231
H 3.7769 -9.5291 3.4749  0.335
H 4.0862 -10.4134 2.0649  0.377
H 5.4400 -9.6059 2.8656  0.326
C -5.4747 5.0237 -1.6483  -0.615
C -4.4370 5.0091 -0.5071  -0.500
O -3.5945 3.8844 -0.3720  0.045
O -4.8110 5.2171 -2.8793  -0.527
H -6.2963 5.7088 -1.4381  0.320
H -5.8399 3.9952 -1.6725  0.256
H -4.9988 5.1017 0.4322  0.456
H -3.8886 5.9615 -0.4709  0.401
H -3.2646 3.8134 0.5362  0.240
H -4.1335 5.8978 -2.8469  0.337
O -2.0754 3.3934 1.7613  -0.779
C -1.5894 4.0675 2.6788  0.579
N -1.5386 3.5642 3.9035  -0.115
C -1.0383 5.4707 2.4292  -0.933
H -1.0652 3.9889 4.6841  0.247
H -2.0435 2.7251 4.1756  -0.066
H -0.1912 5.6601 3.0920  0.438
H -1.7812 6.2447 2.6007  0.292
H -0.5788 5.3602 1.4476  0.037
O 4.0006 4.1469 -1.3947  -0.633
C 3.9742 4.5516 -0.2296  0.701
N 3.7400 5.8577 -0.0670  -0.376
C 4.3794 3.6688 0.9177  -0.850
H 4.1356 6.2262 0.7836  0.206
H 3.5575 6.4119 -0.8855  0.264
H 3.4158 3.5705 1.4275  0.198
H 5.2495 4.1323 1.3731  0.491
H 4.4799 2.6818 0.4730  0.086
O -0.3444 3.9476 -3.7558  -0.657
C -0.4040 4.6713 -2.7718  0.719
N -1.5276 4.7372 -2.0566  -0.037
C 0.7855 5.3959 -2.1911  -1.145
H -2.2772 4.1728 -2.4247  0.139
H -1.6076 5.2154 -1.1775  0.076
H 0.8508 6.4810 -2.2813  0.455
H 1.7274 5.1140 -2.6679  0.423
H 1.0011 5.0890 -1.1652  0.076
O -5.9638 -2.8548 -1.5027  -0.621
C -5.5585 -2.8716 -2.6587  0.805
N -5.9612 -1.9670 -3.5604  -0.391
C -4.3742 -3.7488 -3.0362  -1.047
H -6.7846 -1.3928 -3.5254  0.227
H -5.3868 -1.9848 -4.3880  0.172
H -3.3924 -3.2850 -2.9305  0.146
H -4.4309 -4.1196 -4.0616  0.496
H -4.3064 -4.6234 -2.3924  0.211
O -3.0282 1.5886 5.3171  -0.743
C -3.6055 0.5955 4.8916  0.750
N -3.7266 -0.5288 5.6237  -0.430
C -4.1675 0.5508 3.4652  -0.795
H -3.8729 -1.3997 5.1413  0.197
H -3.2085 -0.5211 6.4892  0.261
H -4.6989 1.4878 3.2972  0.312
H -4.9308 -0.2259 3.3828  0.464
H -3.5089 0.4107 2.6094  -0.031
O 5.8475 -0.2469 0.7284  -0.585
C 6.1139 -1.2362 0.0722  0.726
N 6.4687 -2.4300 0.5847  -0.356
C 5.8360 -1.3049 -1.4423  -1.043
H 6.5713 -2.5516 1.5789  0.216
H 6.8940 -3.0594 -0.0733  0.168
H 4.7729 -1.5146 -1.5515  0.166
H 6.3766 -2.1786 -1.8072  0.435
H 6.1556 -0.3880 -1.9288  0.316
O -2.9702 -3.6000 0.0923  -0.553
C -4.0187 -3.8459 0.6764  0.707
N -4.3937 -5.1246 0.8619  -0.440
C -4.8115 -2.7044 1.2458  -0.918
H -5.2575 -5.4464 1.2636  0.195
H -3.9444 -5.7376 0.1988  0.264
H -5.8261 -2.6485 0.8553  0.399
H -4.3585 -1.7386 1.0306  0.013
H -4.8331 -2.7689 2.3372  0.412
O 1.8959 1.1769 3.0661  -0.446
C 1.7876 1.0882 4.2804  0.462
N 2.8598 1.2151 5.1090  -0.424
C 0.4110 0.7957 4.8554  -0.939
H 2.7749 1.5226 6.0622  0.208
H 3.7531 1.2505 4.6443  0.259
H 0.6571 0.1687 5.7167  0.494
H -0.1952 0.1836 4.1934  0.087
H -0.1166 1.6991 5.1490  0.299
O -0.5562 -0.7223 -6.5863  -0.614
C 0.0753 0.1032 -7.2373  0.629
N -0.3236 0.6501 -8.3884  -0.405
C 1.3257 0.6006 -6.5343  -0.755
H 0.2952 1.0384 -9.0782  0.224
H -1.2321 0.2960 -8.6502  0.257
H 2.2215 0.1984 -7.0174  0.372
H 1.4759 0.4051 -5.4778  -0.028
H 1.4097 1.6830 -6.6635  0.330

Forces on atoms 1 to 3 (eV/Å):
C -0.54 -0.12 -0.93
C -0.57 -2.27 -1.19
C 0.13 -0.03 0.09

Summary:
Net charge ... +1
Largest force on an atom ... 0.0709 Eh/bohr
Frontier orbital gap ... 6.77 eV
2S+1 ... 1

=====

Here is a cluster of 7 separate species, C35H84F3O15PSSi in total from the OMol25 dataset. Energies are from the ωB97M-V functional and the def2-TZVPD basis.

Last column: Mulliken charge in e.
Atoms and positions in Å:
C 2.4928 -3.1070 2.6544  -0.122
C 3.8251 -2.6177 1.8124  -0.582
C 3.3482 -1.3530 0.8755  0.162
C 3.3299 -1.8025 -0.7355  -0.694
C 2.5810 -0.5793 -1.5294  -0.455
C 1.1773 -0.9872 -2.2720  -0.496
C 0.1079 -1.8073 -1.3392  0.107
Si -1.3322 -0.7513 -0.6200  -0.622
C -2.9731 -1.7975 -0.8352  -0.508
C -2.7551 -3.4031 -0.5827  0.603
C -3.8080 -4.0219 0.5565  -1.004
O -2.9852 -4.1592 -1.8455  -0.515
C -1.6303 0.9347 -1.5006  0.633
F -0.6712 1.9103 -0.9154  -0.258
F -1.6296 0.8810 -2.9823  -0.220
F -3.0159 1.3932 -1.1099  -0.269
P -1.1663 -0.3479 1.5466  0.777
O -2.6319 0.4620 2.0939  -0.551
O 0.1909 0.6531 1.9893  -0.200
S -1.1143 -2.0534 2.5577  -0.282
H 1.8124 -3.8398 2.0337  0.172
H 1.8438 -2.1596 2.8997  -0.091
H 2.8757 -3.6858 3.5996  0.048
H 4.1999 -3.5187 1.1412  0.267
H 4.6924 -2.2216 2.5040  0.251
H 2.2570 -0.9698 1.1069  -0.414
H 4.0496 -0.4145 0.9233  0.333
H 4.4487 -2.0018 -1.1010  0.352
H 2.7432 -2.8111 -0.8277  0.299
H 3.3423 -0.1912 -2.3630  0.330
H 2.3789 0.3648 -0.8372  0.117
H 0.7573 -0.0224 -2.7844  0.056
H 1.4762 -1.7233 -3.1629  0.368
H -0.3778 -2.6792 -1.9946  0.393
H 0.6142 -2.3599 -0.4204  -0.118
H -3.4322 -1.5977 -1.9126  0.272
H -3.7164 -1.4188 -0.0031  0.177
H -1.6669 -3.6300 -0.1936  0.115
H -4.4281 -3.1750 1.1008  0.220
H -3.1506 -4.5536 1.3854  0.203
H -4.5122 -4.8170 0.0267  0.321
H -3.8038 -3.7195 -2.2522  0.203
H -3.0279 -0.0710 2.8688  0.354
H -0.1839 1.5890 2.0907  0.178
C -5.4744 -3.0621 -4.7771  -0.837
O -4.0945 -2.7202 -4.8460  -0.100
C -3.2699 -3.8531 -5.1369  -0.279
C -2.8380 -3.8622 -6.6074  -0.775
O -3.9538 -4.0920 -7.4719  -0.377
C -4.4107 -2.8936 -8.0910  -0.653
H -6.0581 -2.1374 -4.7660  0.167
H -5.7889 -3.6587 -5.6367  0.365
H -5.6723 -3.6128 -3.8520  0.336
H -3.7788 -4.7874 -4.8685  0.437
H -2.3769 -3.7660 -4.5094  0.206
H -2.1384 -4.6898 -6.7628  0.398
H -2.3205 -2.9327 -6.8721  0.343
H -3.7055 -2.5883 -8.8704  0.330
H -4.5347 -2.0846 -7.3670  0.250
H -5.3797 -3.0955 -8.5547  0.245
C -3.2636 5.2765 -6.5121  -0.841
O -2.5589 4.1900 -5.9219  -0.385
C -2.7114 4.1547 -4.4993  -0.367
C -3.7265 3.0872 -4.0763  -0.201
O -5.0482 3.4362 -4.4963  -0.437
C -5.4558 2.7087 -5.6507  -0.631
H -3.2839 5.1261 -7.5950  0.275
H -4.2936 5.3366 -6.1524  0.394
H -2.7416 6.2146 -6.2982  0.305
H -2.9906 5.1420 -4.1105  0.385
H -1.7335 3.8944 -4.0810  0.234
H -3.7434 3.0322 -2.9830  0.208
H -3.4413 2.0992 -4.4564  0.258
H -5.6783 1.6730 -5.3752  0.252
H -4.6928 2.7276 -6.4327  0.284
H -6.3657 3.1702 -6.0429  0.261
C 3.1974 -4.3372 6.6542  -1.122
O 4.1534 -4.7514 5.6846  -0.305
C 5.4914 -4.4152 6.0654  -0.498
C 6.2379 -5.6388 6.6083  -0.559
O 5.6859 -6.0691 7.8554  -0.373
C 4.8540 -7.2156 7.7087  -0.694
H 2.2381 -4.8033 6.4129  0.332
H 3.4845 -4.6406 7.6639  0.543
H 3.0788 -3.2497 6.6141  0.406
H 5.4971 -3.5938 6.7928  0.357
H 6.0010 -4.0657 5.1615  0.342
H 7.2787 -5.3586 6.7999  0.369
H 6.2407 -6.4555 5.8769  0.340
H 5.4727 -8.1006 7.5303  0.331
H 4.1370 -7.0951 6.8929  0.279
H 4.2993 -7.3577 8.6397  0.242
C 0.3230 -1.7317 8.2532  -0.523
O 0.6078 -0.5908 7.4514  -0.388
C 0.0019 -0.6734 6.1575  -0.241
C -1.2590 0.1945 6.0788  -0.057
O -2.2970 -0.3258 6.9137  -0.388
C -2.4269 0.4047 8.1292  -0.742
H 0.6275 -1.5151 9.2809  0.303
H -0.7426 -1.9736 8.2524  0.326
H 0.8976 -2.5901 7.8908  0.058
H -0.2183 -1.7154 5.8937  0.336
H 0.7348 -0.2935 5.4383  0.192
H -1.6358 0.1740 5.0511  -0.116
H -1.0362 1.2375 6.3325  0.387
H -2.8963 1.3731 7.9299  0.315
H -1.4610 0.5553 8.6175  0.324
H -3.0714 -0.1648 8.8039  0.257
C 0.9752 5.9065 1.0799  -0.598
O 1.6694 6.4803 2.1819  -0.392
C 0.9594 6.3165 3.4137  -0.523
C 1.5605 5.1847 4.2543  -0.550
O 1.3518 3.9134 3.6335  -0.215
C 2.5243 3.4330 2.9835  -0.600
H 1.6544 5.8757 0.2234  0.237
H 0.6433 4.8878 1.2943  0.175
H 0.1134 6.5300 0.8216  0.359
H -0.1093 6.1484 3.2306  0.308
H 1.0607 7.2562 3.9666  0.403
H 1.0481 5.1553 5.2214  0.331
H 2.6259 5.3586 4.4456  0.363
H 3.2481 3.0932 3.7309  0.299
H 2.9790 4.1978 2.3492  0.378
H 2.2441 2.5834 2.3555  0.025
C 3.6345 3.8766 -4.2749  -0.595
O 3.0425 3.4683 -5.5031  -0.412
C 1.6225 3.6465 -5.5053  -0.298
C 1.2216 4.8984 -6.2935  -0.355
O 1.6574 6.0879 -5.6300  -0.364
C 2.8227 6.6434 -6.2313  -0.770
H 4.7187 3.9165 -4.4118  0.278
H 3.2887 4.8660 -3.9660  0.314
H 3.4064 3.1442 -3.4940  0.169
H 1.2304 3.6817 -4.4812  0.263
H 1.1925 2.7686 -5.9986  0.345
H 0.1291 4.9449 -6.3468  0.181
H 1.6050 4.8577 -7.3198  0.350
H 2.5580 7.1167 -7.1820  0.316
H 3.5939 5.8870 -6.3968  0.334
H 3.2241 7.4066 -5.5597  0.247

Forces on atoms 1 to 3 (eV/Å):
C 0.72 -0.10 0.01
C -0.96 0.69 -0.22
C 0.22 -0.50 -1.64

Summary:
SMILES string ... CCCCCCC[Si@](C[C@@H](C)O)(C(F)(F)F)P(O)(O)=S.COCCOC.COCCOC.COCCOC.COCCOC.COCCOC.COCCOC
Largest force on an atom ... 0.0881 Eh/bohr
Frontier orbital gap ... 9.34 eV
2S+1 ... 1